65
Properties=species:S:1:pos:R:3:mulliken_spin:R:1 method="wB97M-V/def2-TZVPD" multiplicity=3 de_lowest_kcal_mol=9.5 homo_energy_ev="-6.8 / -7.9" orbital_gap_ev="6.82 / 7.46"
W 0.07 0.21 -0.01 1.26
O -0.57 2.01 0.89 -0.01
N -0.69 2.22 2.22 0.02
C -1.61 3.15 2.58 0.00
C -1.76 3.51 3.88 0.00
C -0.93 2.89 4.83 0.00
C -0.02 1.94 4.45 0.00
C 0.12 1.57 3.09 -0.03
S 1.16 0.39 2.49 0.07
H -2.16 3.56 1.75 0.00
H -2.49 4.26 4.15 0.00
H -1.01 3.15 5.88 0.00
H 0.63 1.45 5.16 0.00
C -1.72 -1.57 3.07 0.00
C -2.50 -0.90 1.98 0.02
C -3.89 -0.91 2.02 0.00
C -4.61 -0.30 0.99 0.01
C -3.97 0.28 -0.08 -0.01
C -2.57 0.23 -0.10 -0.03
N -1.89 -0.33 0.94 -0.04
N -1.69 0.65 -1.04 0.00
Si -2.09 1.18 -2.67 -0.01
C -3.13 -0.15 -3.48 0.00
C -3.04 2.79 -2.55 0.00
C -0.55 1.42 -3.67 0.00
H -2.17 -1.34 4.04 0.00
H -0.68 -1.28 3.07 0.00
H -1.78 -2.65 2.93 0.00
H -4.39 -1.37 2.86 0.00
H -5.69 -0.29 1.04 0.00
H -4.52 0.75 -0.89 0.00
H -4.08 -0.35 -3.00 0.00
H -2.56 -1.08 -3.52 0.00
H -3.33 0.14 -4.51 0.00
H -4.01 2.68 -2.05 0.00
H -3.22 3.20 -3.54 0.00
H -2.46 3.52 -1.99 0.00
H 0.08 0.53 -3.66 0.00
H 0.05 2.26 -3.33 0.00
H -0.86 1.62 -4.70 0.00
N -2.07 -2.68 -0.78 0.01
N -0.96 -3.18 -1.47 0.00
C -0.05 -2.32 -2.09 0.01
O 0.57 -2.78 -3.04 0.00
O 0.11 -1.12 -1.63 0.01
H -2.24 -3.26 0.03 0.00
H -2.90 -2.67 -1.37 0.00
H -1.11 -3.99 -2.06 0.00
O 0.40 -1.94 0.94 0.02
S 1.27 -3.17 0.95 0.01
C 2.68 -2.83 2.00 0.00
C 3.77 -3.74 1.46 0.00
C 3.74 -3.61 -0.08 0.00
C 2.33 -3.19 -0.52 0.00
H 2.41 -3.01 3.04 0.00
H 2.92 -1.77 1.87 0.00
H 3.57 -4.78 1.76 0.00
H 4.74 -3.48 1.88 0.00
H 4.03 -4.54 -0.55 0.00
H 4.45 -2.85 -0.40 0.00
H 1.87 -3.84 -1.26 0.00
H 2.29 -2.17 -0.92 0.00
O 2.08 -0.03 -0.29 0.12
N 1.98 1.31 -0.35 0.45
O 0.99 1.58 -1.19 0.11